{
  "formula": "C44H65F4N2O4PS2SeTa",
  "method": "wB97M-V/def2-TZVPD",
  "e_lumo_ev": [-0.203, -0.681],
  "homo_energy_ev": [-7.08, -7.24],
  "multiplicity": 2,
  "gap_ev": [6.8734, 6.5631],
  "s2": 0.756,
  "energy_ha": -6121.8734,
  "de_lowest_kcal_mol": 51.47,
  "symbols": ["Ta", "C", "C", "N", "C", "C", "C", "C", "N", "C", "C", "F", "C", "F", "C", "C", "F", "C", "F", "H", "H", "H", "H", "H", "H", "H", "H", "H", "H", "H", "H", "H", "H", "H", "C", "C", "C", "C", "C", "C", "C", "Se", "C", "C", "C", "C", "C", "C", "O", "C", "C", "C", "C", "C", "C", "C", "C", "C", "O", "C", "C", "C", "C", "C", "C", "H", "H", "H", "H", "H", "H", "H", "H", "H", "H", "H", "H", "H", "H", "H", "H", "H", "H", "H", "H", "H", "H", "H", "H", "H", "H", "H", "H", "H", "H", "H", "H", "H", "H", "H", "H", "H", "H", "H", "H", "C", "C", "O", "P", "S", "S", "O", "C", "C", "H", "H", "H", "H", "H", "H", "H", "H", "H", "H"],
  "coordinates": [[0.500, 1.260, -0.375], [-1.336, 6.393, 1.006], [-0.635, 5.900, -0.253], [-1.080, 4.621, -0.815], [-2.521, 4.659, -1.085], [-3.354, 4.248, 0.127], [-0.225, 4.422, -1.991], [-0.364, 3.230, -2.919], [-0.129, 1.845, -2.452], [-0.040, 0.919, -3.450], [0.138, -0.445, -3.144], [0.177, -0.804, -1.837], [0.198, -1.469, -4.052], [0.332, -2.722, -3.592], [0.107, -1.240, -5.406], [-0.074, 0.077, -5.764], [-0.194, 0.386, -7.060], [-0.154, 1.113, -4.854], [-0.395, 2.326, -5.399], [-0.833, 7.305, 1.338], [-1.269, 5.657, 1.808], [-2.385, 6.637, 0.832], [0.426, 5.796, -0.023], [-0.721, 6.677, -1.030], [-2.739, 3.998, -1.922], [-2.820, 5.671, -1.398], [-3.242, 3.188, 0.318], [-4.411, 4.460, -0.049], [-3.040, 4.779, 1.024], [0.802, 4.434, -1.640], [-0.331, 5.300, -2.654], [0.371, 3.450, -3.691], [-1.348, 3.289, -3.394], [0.167, -2.037, -6.132], [1.427, -5.974, 2.373], [1.822, -4.776, 3.251], [3.237, -4.994, 3.810], [0.848, -4.700, 4.429], [1.796, -3.505, 2.404], [0.926, -2.457, 2.649], [0.952, -1.347, 1.821], [-0.269, 0.113, 2.091], [-1.839, -0.679, 1.346], [-2.519, -1.647, 2.057], [-3.643, -2.235, 1.506], [-4.048, -1.765, 0.260], [-3.405, -0.764, -0.472], [-2.236, -0.189, 0.093], [-1.496, 0.775, -0.488], [-3.973, -0.380, -1.851], [-5.280, -1.114, -2.165], [-2.953, -0.742, -2.933], [-4.253, 1.122, -1.930], [-4.396, -3.322, 2.275], [-5.523, -3.943, 1.448], [-3.420, -4.442, 2.673], [-5.009, -2.706, 3.545], [1.857, -1.200, 0.772], [1.815, -0.050, 0.066], [2.762, -2.248, 0.510], [2.679, -3.365, 1.331], [3.824, -2.167, -0.596], [4.807, -1.037, -0.258], [3.178, -1.896, -1.967], [4.615, -3.472, -0.712], [1.447, -6.898, 2.960], [2.113, -6.092, 1.530], [0.418, -5.839, 1.974], [3.248, -5.859, 4.480], [3.566, -4.118, 4.375], [3.961, -5.178, 3.013], [0.910, -5.624, 5.009], [-0.186, -4.592, 4.086], [1.090, -3.867, 5.095], [0.219, -2.484, 3.468], [-2.154, -1.935, 3.037], [-4.926, -2.215, -0.177], [-5.130, -2.196, -2.229], [-5.645, -0.773, -3.137], [-6.056, -0.903, -1.424], [-2.700, -1.806, -2.896], [-2.051, -0.161, -2.784], [-3.348, -0.510, -3.927], [-4.924, 1.435, -1.127], [-4.724, 1.364, -2.887], [-3.322, 1.675, -1.852], [-5.143, -4.386, 0.523], [-6.294, -3.209, 1.199], [-5.998, -4.736, 2.032], [-2.936, -4.861, 1.787], [-3.960, -5.246, 3.185], [-2.641, -4.079, 3.349], [-5.703, -1.903, 3.282], [-4.238, -2.286, 4.196], [-5.558, -3.467, 4.110], [3.353, -4.188, 1.124], [4.304, -0.072, -0.229], [5.593, -0.983, -1.019], [5.278, -1.216, 0.714], [2.782, -0.885, -2.023], [2.369, -2.604, -2.162], [3.928, -2.003, -2.757], [5.167, -3.698, 0.205], [5.342, -3.367, -1.519], [3.965, -4.319, -0.955], [3.258, 6.105, -1.478], [4.092, 5.657, -0.294], [4.244, 4.229, -0.214], [3.119, 3.118, 0.054], [1.301, 2.839, 1.278], [2.679, 2.183, -1.652], [4.051, 2.071, 0.835], [4.430, 2.180, 2.224], [5.618, 3.100, 2.445], [3.282, 7.195, -1.543], [2.217, 5.791, -1.370], [3.652, 5.685, -2.404], [3.679, 6.038, 0.642], [5.108, 6.034, -0.389], [4.679, 1.162, 2.514], [3.564, 2.498, 2.807], [6.455, 2.786, 1.819], [5.922, 3.063, 3.493], [5.372, 4.130, 2.189]],
  "forces_ev_per_a": [[-1.303, 0.203, -1.257], [0.142, 0.091, -0.035], [0.008, -0.183, 0.315], [-0.005, -0.104, 0.061], [0.134, -0.030, 0.040], [0.012, 0.015, -0.092], [-0.074, -0.108, 0.226], [-0.264, -0.285, -0.057], [0.233, 0.110, 0.588], [-0.047, 0.077, -0.152], [0.267, 0.041, -0.232], [0.068, 0.162, 0.555], [0.090, -0.025, -0.111], [-0.028, -0.075, 0.051], [0.008, -0.085, -0.051], [-0.021, -0.089, 0.063], [-0.011, 0.065, -0.184], [-0.024, 0.102, 0.119], [0.004, 0.068, -0.084], [-0.046, -0.041, -0.007], [-0.007, 0.021, -0.011], [0.132, 0.055, 0.030], [0.079, -0.003, 0.010], [0.017, 0.101, -0.047], [-0.042, -0.073, 0.010], [0.026, 0.083, -0.136], [0.039, -0.290, 0.008], [0.039, -0.037, -0.005], [-0.189, -0.177, -0.143], [0.119, 0.007, 0.169], [0.055, -0.035, -0.134], [0.010, 0.156, -0.098], [0.004, -0.119, -0.079], [-0.011, 0.056, 0.022], [0.007, 0.003, 0.022], [0.004, -0.041, -0.026], [-0.029, -0.012, 0.011], [0.012, 0.004, -0.037], [-0.006, -0.027, 0.038], [-0.057, -0.017, 0.005], [0.040, 0.259, 0.024], [0.060, -0.168, -0.086], [0.049, 0.247, 0.016], [0.033, -0.040, 0.076], [-0.081, -0.022, 0.026], [0.022, -0.040, 0.013], [-0.001, 0.097, -0.116], [0.120, -0.056, 0.130], [-0.232, -0.047, 0.201], [0.048, -0.023, 0.033], [0.007, 0.001, 0.007], [-0.060, -0.033, 0.079], [-0.016, 0.019, 0.083], [0.013, 0.021, 0.067], [0.028, -0.002, 0.029], [-0.047, 0.009, -0.026], [0.015, -0.049, -0.052], [-0.330, -0.153, 0.390], [0.874, -0.879, -0.235], [0.120, 0.154, -0.220], [0.006, -0.080, 0.014], [-0.069, 0.097, -0.052], [0.003, 0.013, -0.019], [0.044, -0.064, 0.093], [0.008, -0.023, -0.006], [0.003, 0.062, -0.048], [-0.059, 0.001, 0.050], [0.060, -0.023, 0.009], [0.010, 0.044, -0.061], [-0.001, -0.054, -0.020], [-0.027, 0.031, 0.055], [-0.016, 0.044, -0.017], [0.061, 0.009, 0.046], [-0.044, -0.045, -0.031], [0.051, -0.024, -0.031], [-0.041, 0.000, -0.067], [0.069, 0.053, 0.044], [-0.069, 0.058, -0.007], [0.023, -0.022, 0.032], [0.033, -0.035, -0.069], [-0.002, 0.052, -0.023], [-0.162, -0.019, 0.011], [0.007, -0.020, 0.035], [0.011, 0.043, -0.017], [0.042, -0.011, 0.047], [0.097, 0.156, 0.076], [-0.048, 0.032, 0.039], [0.045, -0.048, -0.017], [-0.003, 0.025, -0.043], [-0.011, 0.012, 0.058], [0.054, 0.064, -0.017], [-0.043, -0.029, -0.053], [0.029, -0.038, 0.031], [-0.045, -0.024, -0.030], [0.047, 0.063, -0.024], [-0.070, 0.079, 0.080], [-0.003, -0.005, 0.021], [-0.052, -0.026, 0.065], [0.001, 0.005, -0.070], [-0.064, 0.056, 0.009], [0.055, 0.032, -0.016], [-0.042, 0.008, 0.076], [-0.022, -0.015, -0.070], [-0.010, -0.011, 0.029], [0.072, 0.040, 0.014], [0.011, -0.148, 0.042], [-0.164, 0.290, -0.212], [-0.810, 0.593, 0.621], [0.285, -2.443, -0.064], [0.837, 1.506, -0.932], [-0.290, 0.707, 0.477], [0.221, 0.287, 0.286], [0.000, 0.068, -0.116], [-0.093, -0.042, -0.214], [-0.010, -0.047, -0.003], [0.126, 0.083, -0.038], [-0.032, 0.035, 0.036], [-0.007, -0.095, 0.035], [0.064, -0.046, 0.050], [-0.026, -0.079, 0.024], [-0.040, -0.014, 0.017], [-0.003, 0.017, 0.059], [-0.021, -0.020, -0.041], [0.024, 0.020, 0.048]]
}

---

{
  "formula": "C4H12N4",
  "method": "wB97M-V/def2-TZVPD",
  "e_lumo_ev": 0.714,
  "homo_energy_ev": -7.91,
  "multiplicity": 1,
  "gap_ev": 8.6283,
  "energy_ha": -378.5077,
  "de_lowest_kcal_mol": 81.93,
  "symbols": ["C", "C", "C", "N", "N", "N", "N", "C", "H", "H", "H", "H", "H", "H", "H", "H", "H", "H", "H", "H"],
  "coordinates": [[0.661, -0.484, -0.473], [1.739, 0.299, 0.289], [-0.743, -0.280, 0.158], [0.931, -1.917, -0.528], [0.662, -0.035, -1.864], [-1.613, -1.217, 0.290], [-1.456, 2.017, 0.199], [-0.954, 0.969, 0.807], [-0.045, -0.536, -2.392], [1.172, -2.270, 0.391], [1.727, -2.079, -1.135], [0.489, 0.962, -1.928], [-2.098, -0.191, 2.550], [-1.293, -2.084, -0.151], [-1.938, 1.981, -0.699], [-1.545, 2.885, 0.709], [-1.693, 0.510, 2.342], [1.773, -0.035, 1.325], [1.515, 1.364, 0.290], [2.709, 0.141, -0.182]],
  "forces_ev_per_a": [[0.196, 0.082, -0.200], [-0.223, -0.138, -0.120], [-0.395, -1.286, 0.116], [0.000, 0.065, 0.015], [0.131, -0.007, -0.039], [-0.157, 0.398, -0.481], [-0.107, -0.901, 0.130], [0.730, 1.780, -0.281], [-0.041, 0.091, 0.051], [-0.091, -0.006, 0.024], [-0.036, 0.103, -0.020], [-0.015, -0.055, -0.033], [0.592, 1.487, -0.222], [0.326, 0.157, 0.210], [0.103, 0.004, 0.006], [-0.026, -0.036, -0.065], [-1.026, -1.808, 0.874], [0.017, 0.032, 0.046], [0.041, 0.081, 0.035], [-0.018, -0.044, -0.047]]
}

---

{
  "formula": "C14H30N3OPPtSSi",
  "method": "wB97M-V/def2-TZVPD",
  "e_lumo_ev": [0.317, -1.341],
  "homo_energy_ev": [-4.05, -7.93],
  "multiplicity": 5,
  "gap_ev": [4.3663, 6.5896],
  "s2": 6.055,
  "energy_ha": -1939.1154,
  "de_lowest_kcal_mol": 2.32,
  "symbols": ["Pt", "Si", "P", "N", "H", "C", "H", "H", "H", "C", "H", "H", "H", "C", "H", "H", "H", "C", "H", "H", "H", "H", "H", "C", "C", "C", "C", "C", "C", "H", "H", "H", "H", "H", "C", "O", "C", "H", "H", "H", "C", "H", "H", "H", "N", "C", "N", "S", "H", "H", "H", "H"],
  "coordinates": [[-0.365, 0.157, 0.222], [2.045, -0.053, -0.218], [-0.445, 0.350, -2.110], [0.642, -1.531, 0.221], [0.010, 2.741, 1.959], [-2.228, 0.640, -2.443], [-2.424, 0.812, -3.515], [-2.539, 1.521, -1.856], [-2.772, -0.260, -2.107], [0.413, 1.765, -2.906], [0.140, 1.850, -3.967], [1.497, 1.620, -2.873], [0.153, 2.717, -2.430], [0.041, -1.041, -3.194], [-0.087, -0.792, -4.256], [-0.556, -1.937, -3.008], [1.096, -1.299, -3.070], [2.659, 1.793, -0.093], [2.372, 2.210, 0.876], [2.250, 2.430, -0.884], [3.755, 1.841, -0.179], [3.038, -0.840, 0.534], [2.314, -0.357, -1.638], [0.318, -2.813, -0.150], [-1.093, -4.827, -0.183], [-0.948, -3.456, 0.060], [1.357, -3.599, -0.725], [1.218, -4.962, -0.949], [0.007, -5.600, -0.607], [-2.054, -5.338, -0.024], [-1.770, -2.852, 0.444], [2.271, -3.041, -0.936], [2.066, -5.521, -1.372], [-0.063, -6.695, -0.694], [-0.709, 3.071, 1.185], [-0.652, 2.159, 0.049], [-2.119, 3.158, 1.725], [-2.451, 4.200, 1.752], [-2.234, 2.746, 2.731], [-2.774, 2.607, 1.051], [-0.122, 4.325, 0.549], [-0.755, 4.594, -0.306], [0.869, 4.084, 0.146], [-0.032, 5.165, 1.245], [0.433, 0.797, 3.850], [-0.511, -0.163, 3.699], [-0.456, -1.202, 4.559], [-1.723, -0.173, 2.464], [1.295, 0.618, 4.388], [0.456, 1.649, 3.300], [-1.152, -1.933, 4.463], [0.320, -1.335, 5.224]],
  "forces_ev_per_a": [[-1.087, 1.030, 1.022], [0.991, 0.944, 0.303], [-0.105, 0.167, -0.970], [-0.879, -2.011, -1.109], [-0.299, -0.084, -0.267], [0.084, -0.004, -0.448], [-0.027, -0.016, 0.295], [0.107, -0.461, -0.215], [0.146, 0.465, -0.090], [-0.133, 0.173, -0.405], [-0.091, -0.155, 0.142], [-0.193, -0.035, 0.179], [0.065, -0.319, 0.141], [-0.151, -0.191, -0.495], [-0.113, 0.159, 0.191], [0.019, 0.112, 0.201], [-0.173, 0.105, 0.225], [0.530, -0.244, -0.145], [0.025, 0.033, -0.068], [-0.104, -0.128, 0.182], [-0.079, 0.030, 0.085], [0.305, 0.047, 0.304], [0.024, -0.304, -0.188], [0.315, -0.195, 0.450], [0.334, 0.038, 0.138], [0.276, -0.017, -0.149], [0.055, 0.040, 0.152], [-0.088, 0.200, 0.115], [0.172, 0.170, -0.301], [0.469, 0.421, 0.063], [0.128, -0.146, -0.072], [-0.056, -0.429, -0.005], [-0.517, 0.176, 0.293], [-0.135, 0.646, -0.060], [1.159, -0.463, -1.463], [-0.449, -0.407, 1.363], [-0.333, 0.413, 0.101], [-0.012, -0.032, -0.032], [0.088, -0.048, -0.204], [-0.074, 0.019, 0.098], [-0.133, 0.276, 0.082], [0.049, 0.166, 0.243], [-0.195, 0.079, 0.202], [-0.086, 0.009, -0.060], [0.759, -0.157, 0.613], [-0.277, -0.069, -0.636], [0.571, -0.149, 0.510], [0.909, 0.308, 0.951], [-1.007, 0.066, -0.452], [-0.317, -0.661, -0.108], [0.370, 0.251, -0.054], [-0.837, 0.184, -0.647]]
}